No. 1
51
Properties=species:S:1:pos:R:3 method="wB97M-V/def2-TZVPD" de_lowest_ev=0.0000 total_charge=+1 spin_multiplicity=1 e_lumo_ev=-2.63 orbital_gap_ev=8.8 homo_ev=-11.429
O 0.773 0.505 -4.967
O -1.553 3.508 -1.006
O -1.296 -2.037 2.550
O 1.239 2.474 3.593
O -2.485 3.073 1.985
O -1.165 0.935 3.547
O 2.956 2.354 -1.306
O -0.079 3.156 -3.413
O -0.260 1.673 1.052
O -1.625 -4.690 2.331
N 0.182 -3.559 -0.121
N 0.894 0.754 -1.762
C -1.068 -0.682 -1.663
C 0.212 -4.365 -1.093
C 1.221 -2.597 0.176
C 2.362 -3.079 0.650
C 0.804 -1.175 -0.011
C 0.451 -0.632 -1.417
H -2.418 3.670 -1.402
H 1.899 0.919 -1.899
H -0.090 -1.042 0.607
H 0.554 1.314 -0.989
H 1.501 -0.547 0.550
H 1.586 0.756 -5.428
H 0.460 2.038 3.954
H -1.497 -1.622 -1.332
H -0.839 3.413 -2.885
H 0.502 1.017 -2.698
H 2.689 -4.093 0.765
H -0.699 -4.891 2.505
H 0.959 -4.356 -1.892
H -1.542 0.177 -1.207
H 2.982 -2.428 1.273
H 0.767 3.595 -3.258
H -1.521 0.050 3.733
H -1.627 -4.633 1.366
H -1.237 -1.683 3.442
H -1.742 3.251 -0.094
H 1.024 3.405 3.517
H -1.959 1.477 3.443
H -0.485 -5.176 -1.048
H -0.140 1.741 2.021
H -3.150 2.372 1.888
H 2.508 2.596 -0.484
H 0.225 1.166 -5.412
H -0.895 2.362 0.858
H -1.698 -2.925 2.642
H 0.909 -1.332 -2.141
H -2.777 3.947 2.256
H 3.518 3.105 -1.516
H -1.209 -0.527 -2.739


No. 2
17
Properties=species:S:1:pos:R:3 method="wB97M-V/def2-TZVPD" de_lowest_ev=5.5992 total_charge=0 spin_multiplicity=1 e_lumo_ev=-1.13 orbital_gap_ev=7.6 homo_ev=-8.780
O -2.228 1.693 -0.358
C 1.293 -1.122 -1.229
C -1.322 -0.335 0.421
C 1.295 -0.458 0.155
C -1.388 0.779 -0.463
C 0.007 -0.913 0.917
C 2.165 0.442 0.541
H 0.143 -0.738 2.001
H 3.148 0.546 0.044
H -0.189 -1.990 0.772
H 1.495 -2.212 -1.086
H 2.163 -0.638 -1.684
H -0.598 0.935 -1.234
H 2.093 0.969 1.465
H 0.282 -1.212 -1.700
H -0.770 1.391 1.170
H -2.173 -0.770 0.948


No. 3
66
Properties=species:S:1:pos:R:3 method="wB97M-V/def2-TZVPD" de_lowest_ev=0.1597 total_charge=+2 spin_multiplicity=3 s2=2.0094 e_lumo_ev="-5.71 / -5.93" orbital_gap_ev="6.4 / 8.3" homo_ev="-12.091 / -14.251"
Br 0.023 7.717 -1.377
Br 5.964 2.760 -1.376
Ti -0.494 1.024 -0.356
S -0.505 1.246 2.111
S -2.943 0.825 -0.942
N 1.172 3.243 2.556
N 2.127 1.180 2.751
N -0.495 3.157 -0.810
N -3.544 -1.471 0.303
N 1.559 1.428 -0.786
N -0.215 -3.532 -4.840
N -0.320 -1.080 -0.754
N -3.878 -1.442 -1.962
C 0.124 -3.306 -0.022
C -4.478 -2.784 -1.982
C -1.459 5.340 -0.996
C 1.523 -2.407 3.548
C -1.559 3.975 -0.836
C 3.308 -0.827 2.132
C -3.487 -0.825 -0.855
C 0.122 -3.752 -1.333
C -0.112 -2.833 -2.348
C -0.326 -1.499 -2.019
C 1.876 2.729 -0.948
C 1.039 1.915 2.518
C -0.104 -1.964 0.233
C 0.918 5.056 -1.136
C -0.158 -3.222 -3.736
C 3.482 -2.204 2.169
C 1.345 -1.030 3.527
C 3.182 3.160 -1.118
C 2.232 -0.255 2.793
C 2.581 -2.996 2.866
C -5.147 -3.037 -0.645
C 4.201 2.220 -1.162
C -4.138 -2.808 0.465
C 3.881 0.874 -1.044
C -0.192 5.889 -1.149
C 2.560 0.534 -0.853
C 0.726 3.695 -0.956
H 2.723 -4.068 2.909
H 0.307 -3.981 0.802
H 4.328 -2.651 1.665
H 0.554 -0.572 4.097
H -0.093 -1.578 1.245
H -5.530 -4.055 -0.604
H -5.181 -2.818 -2.811
H -3.340 -0.914 1.115
H -2.526 3.503 -0.716
H 4.636 0.103 -1.097
H 2.274 -0.503 -0.730
H -0.513 -0.774 -2.803
H -3.695 -3.522 -2.172
H -3.866 -0.883 -2.800
H 0.333 3.792 2.478
H 1.999 3.692 2.923
H -4.599 -2.847 1.449
H -3.343 -3.557 0.432
H 0.299 -4.792 -1.574
H 1.901 5.477 -1.275
H -5.990 -2.356 -0.518
H 3.002 1.675 2.861
H 3.416 4.206 -1.233
H 4.011 -0.201 1.597
H 0.848 -3.018 4.133
H -2.348 5.952 -1.007


No. 4
11
Properties=species:S:1:pos:R:3 method="wB97M-V/def2-TZVPD" de_lowest_ev=6.6039 total_charge=+1 spin_multiplicity=1 e_lumo_ev=-5.10 orbital_gap_ev=10.1 homo_ev=-15.232
N 1.876 -1.075 0.634
N 1.109 0.872 -0.154
N 0.350 1.504 -0.932
N 1.223 -0.142 0.375
C -1.631 -0.727 -0.405
C -1.393 -0.604 0.786
H -1.675 -1.097 -1.360
H -1.608 -0.655 1.854
H 0.401 2.436 -1.009
H 1.701 -1.547 1.602
H -0.353 1.034 -1.392


No. 5
19
Properties=species:S:1:pos:R:3 method="wB97M-V/def2-TZVPD" de_lowest_ev=5.4680 total_charge=0 spin_multiplicity=1 e_lumo_ev="-0.10 / -1.02" orbital_gap_ev="8.5 / 6.6" homo_ev="-8.559 / -7.642"
S 1.221 -0.754 -2.111
P 0.876 -2.545 1.741
O 1.788 2.960 0.133
C -0.423 0.234 0.123
C -0.322 1.777 -0.002
C -1.778 -0.317 -0.348
C 0.837 -0.368 -0.467
C 0.968 2.201 0.550
H 2.136 -3.194 1.697
H -0.029 -3.226 0.910
H 0.016 -1.275 -2.497
H 1.715 -0.132 0.140
H -0.385 0.048 1.174
H -1.521 -0.374 -1.437
H 1.230 1.674 1.457
H -2.587 0.476 -0.407
H -1.108 2.155 0.584
H -2.049 -1.322 -0.138
H -0.585 1.980 -1.103


No. 6
59
Properties=species:S:1:pos:R:3 method="wB97M-V/def2-TZVPD" de_lowest_ev=0.0000 total_charge=+1 spin_multiplicity=1 e_lumo_ev=-2.14 orbital_gap_ev=11.3 homo_ev=-13.414
O 1.038 -0.463 -0.708
O -3.590 -2.539 -1.688
O -0.562 -1.561 -5.524
O -0.223 1.421 -5.169
O 2.492 -1.192 2.898
O -0.220 2.400 4.394
O 1.332 -3.515 2.311
O -1.539 2.293 -0.732
O -1.263 3.273 2.094
O 2.883 0.711 0.890
O 1.492 0.476 4.941
O 0.323 3.535 -2.426
O -1.146 -0.067 -1.884
O 2.029 2.478 -4.283
O 0.235 1.141 1.923
N -0.312 -2.538 0.380
C -1.685 -2.290 0.980
C -1.488 -1.978 2.467
C -0.374 -3.300 -0.865
H 1.974 -4.272 2.442
H -2.020 3.934 2.246
H 0.794 -0.405 -1.627
H -0.809 3.222 2.955
H 0.504 0.287 -0.415
H 1.009 3.346 -3.100
H -2.142 -3.273 0.904
H 2.137 0.688 5.636
H 2.876 2.300 -4.653
H 2.194 -0.640 2.153
H -0.881 2.120 -5.267
H -2.161 -1.393 0.589
H 0.130 1.708 4.996
H -1.966 -0.615 -1.866
H -0.223 1.070 -4.250
H -2.414 -1.643 2.946
H -0.151 1.763 1.299
H 0.090 1.638 2.772
H 1.803 -2.669 2.432
H 0.423 3.126 4.496
H 0.394 4.487 -2.101
H -0.069 -1.330 -6.298
H -3.011 -2.794 -2.421
H 0.604 -3.689 -1.146
H -0.548 -0.767 -4.983
H -4.300 -3.181 -1.836
H 3.460 -1.278 2.825
H 1.447 2.335 -5.057
H -1.551 2.639 0.185
H 2.000 -0.029 4.236
H 0.189 -1.633 0.259
H -1.452 0.695 -1.337
H -1.273 -2.849 3.088
H -0.734 -1.203 2.600
H 0.221 -3.135 1.040
H -0.691 -2.684 -1.700
H -1.040 -4.157 -0.936
H 2.770 0.422 -0.029
H -1.199 2.966 -1.362
H 2.065 1.152 1.170


No. 7
71
Properties=species:S:1:pos:R:3 method="wB97M-V/def2-TZVPD" total_charge=+1 spin_multiplicity=1 e_lumo_ev="-3.95 / -3.95" orbital_gap_ev="6.5 / 6.5" homo_ev="-10.407 / -10.407"
Rh 0.363 0.407 1.330
Se 4.772 -0.996 1.155
O -1.694 0.439 0.890
N 0.411 -1.157 0.434
N 2.147 3.861 -0.427
N 0.642 2.315 0.708
N -2.642 -1.777 0.504
N 0.881 4.602 1.498
N 2.242 0.267 1.903
N -0.241 4.168 -0.605
C 2.153 4.704 0.770
C -0.450 2.796 -0.208
C -2.578 0.628 2.020
C 0.902 0.712 -3.336
C -4.364 -3.908 0.817
C -2.995 -4.117 0.775
C 1.959 2.488 -0.028
C 3.108 -0.258 -3.323
C 1.860 -3.567 0.973
C -2.169 -3.019 0.624
C -4.858 -2.620 0.700
C 2.229 -4.890 1.148
C 2.761 -1.048 -2.236
C 2.184 0.620 -3.871
C 1.048 4.276 -1.296
C -0.202 5.006 0.597
C 1.515 -3.111 -0.297
C 0.678 3.231 1.905
C 1.536 -3.976 -1.390
C 1.893 -5.301 -1.205
C 1.128 -1.700 -0.470
C 3.244 -0.273 1.590
C 0.560 -0.054 -2.236
C -4.399 -0.136 0.385
C 1.492 -0.931 -1.678
C 2.240 -5.756 0.062
C -4.025 0.764 1.573
C -3.967 -1.570 0.538
H -4.653 0.530 2.435
H -1.947 -0.504 0.575
H 4.102 -0.332 -3.742
H 2.519 -5.244 2.128
H 0.171 1.369 -3.790
H 3.481 -1.726 -1.800
H 2.308 5.742 0.478
H -2.257 1.528 2.550
H -3.926 0.256 -0.519
H -1.090 -3.123 0.599
H -4.241 1.796 1.290
H -0.442 -0.014 -1.826
H 2.455 1.222 -4.728
H -1.399 2.703 0.313
H -5.922 -2.428 0.726
H 1.492 2.904 2.552
H 2.756 2.183 0.639
H 1.202 5.310 -1.603
H -5.042 -4.742 0.939
H 1.869 -2.876 1.805
H -0.457 2.144 -1.079
H -0.274 3.141 2.437
H 1.906 -5.977 -2.049
H -1.156 4.926 1.121
H -0.049 6.043 0.304
H 1.938 1.827 -0.896
H 2.969 4.395 1.424
H 1.271 -3.612 -2.375
H -5.476 -0.083 0.225
H -2.461 -0.222 2.695
H 1.033 3.642 -2.184
H -2.573 -5.107 0.863
H 2.531 -6.788 0.200


No. 8
64
Properties=species:S:1:pos:R:3 method="wB97M-V/def2-TZVPD" de_lowest_ev=0.0000 total_charge=+1 spin_multiplicity=1 e_lumo_ev=-4.64 orbital_gap_ev=5.6 homo_ev=-10.204
N 1.362 0.531 2.688
N 1.651 -1.695 2.711
N 4.553 3.992 0.598
C -1.707 5.399 1.806
C 3.710 -0.248 2.711
C 2.301 3.845 0.556
C 1.859 4.868 2.859
C 2.190 2.688 -1.968
C 0.135 -0.070 2.689
C -2.245 -0.359 2.703
C -0.816 -2.324 2.720
C -3.887 4.634 2.771
C -2.061 -1.760 2.718
C -0.307 4.334 3.939
C -2.402 4.765 2.833
C 3.420 3.014 -1.449
C 3.471 3.587 -0.177
C -1.678 4.246 3.903
C 4.119 4.505 1.784
C 5.064 5.023 2.860
C 4.909 4.209 4.160
C 0.417 4.896 2.864
C 2.702 4.471 1.802
C -1.155 0.481 2.689
C 2.246 -0.445 2.701
C -0.335 5.462 1.814
C 1.066 3.460 0.025
C 6.513 4.857 2.370
C 4.809 6.521 3.107
C 0.295 -1.474 2.705
C 1.022 2.898 -1.229
C -3.622 0.205 2.713
H -3.799 0.826 1.834
H -4.190 4.028 1.915
H 0.184 5.959 1.014
H -2.931 -2.394 2.735
H 4.924 7.083 2.179
H -3.786 0.817 3.601
H 2.332 5.101 3.795
H 2.111 -2.606 2.737
H 4.158 -0.695 3.597
H -2.210 3.770 4.710
H -1.275 1.548 2.689
H 3.946 0.814 2.708
H 0.234 3.918 4.771
H 4.327 2.850 -2.005
H -4.364 5.611 2.677
H 4.169 -0.699 1.833
H 7.227 5.219 3.110
H 3.915 4.299 4.590
H 5.516 3.883 0.278
H 0.169 3.588 0.600
H 6.673 5.414 1.448
H -4.373 -0.586 2.714
H 5.622 4.544 4.915
H -0.675 -3.389 2.738
H 0.069 2.621 -1.650
H 6.732 3.807 2.179
H 5.092 3.151 3.971
H -2.265 5.836 0.993
H -4.286 4.157 3.669
H 3.804 6.703 3.484
H 5.516 6.926 3.832
H 2.121 2.280 -2.963